A 11-piece molecular cluster, C45H117N18O20P5 overall in a non-equilibrium geometry, computed with ωB97M-V/def2-TZVPD.

```
205
Properties=species:S:1:pos:R:3:forces:R:3
C -1.062 -4.022 5.188 -1.0666 -0.0603 -0.4745
N -1.365 -2.939 4.212 0.4884 2.1934 0.6531
O -2.395 -2.989 3.572 0.2562 -0.7004 -0.0315
O -0.610 -1.981 4.202 0.1642 -0.3650 -0.2745
H -2.066 -4.139 5.594 0.2376 -1.0078 0.0800
H -0.383 -3.762 5.999 0.1577 0.3796 -0.6540
H -0.700 -4.805 4.520 -0.2032 -0.4640 0.6420
C 6.046 4.608 0.334 -0.2725 -0.9234 -0.7747
N 6.613 4.655 -1.071 0.1770 2.5630 -0.1975
O 6.777 3.647 -1.709 -0.2261 -0.4781 0.2930
O 6.951 5.783 -1.455 -0.4196 -1.2987 0.3684
H 6.928 4.287 0.887 -0.4327 0.2332 0.5355
H 5.260 3.853 0.337 0.3688 -0.2705 0.0383
H 5.563 5.541 0.623 0.7853 0.1212 -0.1988
C -0.614 -4.533 -3.279 -0.8258 -0.2109 -0.8372
N -0.931 -3.224 -3.864 -0.2091 1.0257 -1.3679
O -0.370 -2.246 -3.452 1.0344 0.7597 0.9546
O -1.772 -3.136 -4.740 -0.2835 -0.9258 -0.0353
H -0.699 -5.232 -4.111 0.2863 -0.0677 0.1500
H -1.534 -4.660 -2.707 0.5205 -0.5522 0.7782
H 0.364 -4.512 -2.799 -0.4003 -0.0113 0.2984
C 8.412 0.717 0.004 -0.4441 -0.7227 -0.1095
C 7.874 0.133 1.292 1.5281 0.2032 0.2279
C 8.841 0.202 2.445 0.9629 -2.8465 -0.3811
O 8.321 1.068 3.389 -0.4118 1.2475 0.7425
C 7.067 1.397 3.012 -0.8093 4.3469 3.7633
O 6.340 2.165 3.722 2.3335 -3.5525 -3.0547
O 6.884 1.031 1.782 -2.8177 -0.7284 -1.6034
H 8.701 1.748 0.210 -0.5494 0.2004 -0.6020
H 7.622 0.468 -0.704 -0.1046 1.2526 -0.4517
H 9.278 0.245 -0.458 0.2159 -0.4489 0.6668
H 7.598 -0.914 1.170 -0.9981 0.2756 -0.0657
H 9.800 0.364 1.954 0.4548 0.8717 1.1207
H 8.850 -0.759 2.960 0.4937 -0.2328 -0.1821
C -6.536 5.457 -1.101 0.8925 -1.0945 -0.5781
C -5.464 4.271 -0.948 -1.5712 0.7097 1.7098
C -4.026 4.668 -0.766 0.9171 0.0694 -1.5757
O -3.607 3.988 0.409 3.8471 1.0958 -0.5151
C -4.622 3.628 1.125 -1.3890 0.5141 2.4655
O -4.721 3.458 2.324 0.9034 -0.3929 -1.6229
O -5.630 3.606 0.311 -4.4544 -0.6930 -0.0510
H -7.553 5.214 -0.795 0.1932 -0.6421 -0.0484
H -6.563 5.688 -2.165 -0.0936 0.1046 -0.0781
H -6.327 6.391 -0.580 0.6809 -0.2659 0.2024
H -5.587 3.428 -1.628 -0.1824 0.6601 -0.7032
H -3.802 5.733 -0.709 -0.3088 0.0388 0.4191
H -3.500 4.310 -1.651 0.5865 -0.1636 0.3275
C 3.759 -0.550 4.745 1.9709 -0.3015 1.5527
C 5.154 -0.616 5.472 -0.8988 1.2856 -0.0849
C 5.310 -1.273 6.780 -2.6869 0.7559 2.8396
O 6.601 -1.807 6.866 0.1603 -0.6282 -1.5652
C 6.988 -1.915 5.563 2.1694 -0.0406 -0.7164
O 8.021 -2.386 5.152 -1.2973 0.1895 0.8600
O 6.117 -1.298 4.745 0.9778 -1.1814 -1.6960
H 3.959 0.181 3.961 -0.7748 -0.1714 0.0464
H 3.026 -0.273 5.502 -0.0596 0.6849 -0.2589
H 3.415 -1.530 4.413 0.3998 -0.0105 -0.4167
H 5.568 0.377 5.650 -0.4099 0.5488 -0.6753
H 4.475 -1.947 6.971 0.4372 -0.9904 -0.0194
H 5.192 -0.525 7.563 0.1846 -0.0145 0.1587
O 2.508 -4.713 -1.330 -0.8146 0.4713 -0.3302
P 3.885 -4.594 -0.864 3.7021 -0.4987 1.7047
N 4.699 -3.125 -1.251 1.6551 -2.3324 0.9747
C 6.001 -2.866 -0.553 -0.8794 0.4726 -1.1812
C 3.853 -1.987 -1.390 -0.9918 0.4005 -1.2329
N 4.958 -5.863 -1.330 -0.4634 3.0835 0.6592
C 5.771 -5.959 -2.506 1.1435 -0.0500 0.0881
C 4.848 -7.038 -0.561 -1.1475 -1.8055 0.4992
N 4.000 -4.688 0.873 -1.2745 -0.0912 -1.3203
C 5.199 -4.913 1.699 -0.1669 0.3411 -1.1468
C 2.824 -4.084 1.561 1.1327 -0.2058 0.3173
H 6.759 -3.632 -0.714 -0.3793 -0.3105 0.1567
H 5.881 -2.614 0.500 -0.0015 -0.1388 0.1369
H 6.379 -1.989 -1.080 0.2101 0.1778 0.1979
H 3.554 -2.062 -2.436 -0.9244 0.5491 0.0913
H 4.322 -1.007 -1.305 0.4909 -0.2460 0.3158
H 3.003 -2.020 -0.709 -0.2036 0.1995 -0.1729
H 6.070 -4.985 -2.894 -0.5031 -0.0311 -0.2528
H 6.708 -6.428 -2.207 0.3522 0.0492 0.1702
H 5.420 -6.660 -3.263 -0.6348 0.3801 -0.3240
H 5.018 -6.955 0.512 0.1703 0.2394 -0.1616
H 3.819 -7.376 -0.684 -0.1281 -0.6884 0.2941
H 5.497 -7.834 -0.926 0.0742 0.1508 -0.1701
H 5.067 -5.771 2.358 -0.0368 0.1149 0.2238
H 6.056 -5.098 1.052 -0.1464 -0.3735 -0.1394
H 5.538 -4.027 2.237 -0.4884 0.1493 0.4481
H 3.087 -3.052 1.794 -0.2869 0.2381 0.2842
H 2.652 -4.625 2.491 0.0017 0.0050 0.1647
H 1.885 -4.096 1.008 0.3888 -0.1881 -0.3952
O -0.397 6.627 6.357 0.3866 -0.8034 -2.0142
P -0.250 5.818 5.091 -2.7360 -1.9975 0.1874
N -1.425 4.465 4.984 4.6725 0.3340 0.0123
C -0.908 3.107 5.198 -0.4937 0.3625 0.2092
C -2.819 4.734 4.971 0.2026 -0.2401 0.1581
N 1.274 5.254 4.841 1.2597 -0.3463 0.8232
C 2.173 5.192 5.998 -0.6005 0.4331 0.0867
C 1.817 4.677 3.565 -1.3959 0.7725 0.8051
N -0.598 6.551 3.646 -0.3582 -0.4432 1.1850
C -0.800 5.884 2.362 -0.3204 -0.3161 0.1532
C -0.084 7.907 3.608 -1.2810 -0.3879 -2.0403
H -0.492 3.009 6.201 -0.2348 -0.2789 0.3642
H -0.113 2.744 4.547 -0.0006 0.4628 -0.5214
H -1.734 2.414 5.040 -0.0085 -0.0887 0.2654
H -3.198 4.596 3.958 -0.4537 0.8409 -0.0892
H -2.830 5.706 5.464 -1.3012 0.2324 -0.4889
H -3.373 3.998 5.554 0.0078 0.0777 0.4578
H 1.683 5.503 6.920 -0.5753 -0.4074 -0.1265
H 2.515 4.162 6.103 0.6683 0.2504 0.1453
H 2.900 6.000 5.929 0.8371 -0.5859 -0.3622
H 1.171 3.824 3.355 0.4782 -0.1785 -0.6537
H 1.733 5.427 2.779 -0.0640 -0.1478 -0.0704
H 2.875 4.418 3.606 -0.1607 -0.1379 0.5921
H 0.108 5.859 1.760 -0.0641 0.5976 -0.3499
H -1.073 4.829 2.373 0.0440 -0.0883 0.9462
H -1.661 6.326 1.859 0.2469 0.4761 -0.3411
H -0.470 8.505 4.434 0.6797 -0.1177 0.0930
H -0.603 8.219 2.702 0.2578 1.1075 -0.1101
H 0.978 7.904 3.362 0.3069 0.4845 0.5761
O -4.763 2.039 -7.394 1.1798 0.2472 1.2321
P -3.939 1.017 -6.686 -0.5100 -1.7320 1.4965
N -2.265 1.308 -6.464 -1.9037 0.3128 0.5838
C -1.860 2.718 -6.358 -0.6157 -0.8967 -0.6471
C -1.182 0.357 -6.346 -0.7695 0.0944 -1.8977
N -4.080 -0.426 -7.506 -0.8484 -2.3736 0.0055
C -3.666 -0.478 -8.923 0.1636 1.3742 0.8142
C -4.954 -1.589 -7.074 0.5232 2.0335 0.3223
N -4.528 0.550 -5.097 -0.2950 1.4823 -1.5992
C -5.872 1.014 -4.652 0.7756 0.6769 -2.4327
C -3.820 -0.187 -4.100 0.0242 -0.7049 -0.3283
H -0.813 2.787 -6.065 -0.1005 -0.0121 0.0477
H -2.501 3.211 -5.627 0.1426 0.4416 -0.1937
H -1.996 3.066 -7.382 0.1484 1.0500 0.3019
H -0.647 0.364 -5.396 -0.2265 -0.2403 0.0495
H -0.548 0.666 -7.177 0.9748 -0.2445 0.2433
H -1.580 -0.596 -6.693 0.2348 -0.3901 0.7472
H -2.603 -0.263 -8.815 0.1234 0.3779 -1.2089
H -3.792 -1.353 -9.561 -0.1475 -0.6695 1.0533
H -4.276 0.275 -9.424 0.6210 0.4626 -0.4102
H -4.246 -2.299 -6.646 -0.7697 -0.6709 -0.2094
H -5.700 -1.258 -6.351 0.4825 -0.0025 0.5352
H -5.633 -1.884 -7.874 0.7661 -0.5091 -0.4392
H -6.518 0.853 -5.515 -0.4272 0.0730 0.0188
H -6.362 0.512 -3.818 0.8457 0.0486 0.1663
H -5.775 2.098 -4.596 -0.6419 0.1040 0.8046
H -4.656 -0.765 -3.706 0.6719 -0.5759 0.9276
H -3.295 0.395 -3.342 -0.1930 0.3690 0.3442
H -3.066 -0.866 -4.499 -0.1135 -0.1328 -0.2521
O -5.950 -3.996 -2.974 -0.5220 -1.2437 -1.4397
P -6.125 -3.520 -1.624 -1.0791 2.1387 5.0255
N -7.300 -4.214 -0.512 0.7865 -1.0034 -0.3778
C -7.439 -3.754 0.935 2.1568 0.0796 -1.3661
C -8.220 -5.319 -0.969 -0.0977 1.2767 0.6361
N -6.661 -1.885 -1.591 0.0586 -0.5894 -2.0364
C -6.256 -0.904 -0.627 -0.7611 -0.0121 -0.3656
C -7.877 -1.443 -2.360 1.1955 -1.1208 0.1254
N -4.694 -3.471 -0.676 -0.5875 0.0868 0.3274
C -3.598 -2.677 -1.266 0.3674 -1.2398 0.1546
C -4.172 -4.488 0.355 -1.3117 0.0048 -2.6064
H -6.867 -2.850 1.146 -0.9081 1.2348 -1.1189
H -6.685 -4.221 1.569 -0.8484 -1.8237 0.4323
H -8.456 -3.689 1.321 0.2231 -0.2479 -0.2141
H -7.857 -6.263 -1.376 0.9367 0.4069 -0.2670
H -8.874 -4.825 -1.687 -0.3528 -0.6057 -0.1173
H -8.797 -5.671 -0.114 -0.1928 0.4161 0.1092
H -5.265 -1.153 -0.247 -0.5882 0.0839 0.7625
H -6.201 0.090 -1.071 0.2118 0.1673 -0.3786
H -7.148 -0.863 -0.002 0.6990 0.4410 1.4364
H -8.091 -2.146 -3.165 0.3431 0.0712 -0.1879
H -8.815 -1.406 -1.806 0.1299 0.0971 0.7162
H -7.676 -0.453 -2.769 -0.1330 -0.0769 -0.0356
H -3.846 -1.755 -1.791 -0.4867 0.1671 0.6617
H -2.885 -2.566 -0.449 0.1292 0.6596 -0.2326
H -3.087 -3.232 -2.053 0.1568 -0.4098 -0.1136
H -3.615 -5.227 -0.221 1.1684 0.3536 0.1150
H -4.935 -5.203 0.662 -0.6440 0.8398 0.5527
H -3.633 -4.001 1.169 -0.0984 -0.1018 -0.1501
O -0.010 2.337 1.209 -0.1728 -0.2075 -0.4225
P 0.420 1.319 0.224 0.7248 -1.0130 -0.2963
N 0.266 1.815 -1.381 -0.5599 1.8388 1.9578
C 0.695 0.961 -2.444 0.0062 0.2882 -0.5572
C -0.511 3.079 -1.761 1.3584 -1.4341 0.0475
N -0.572 -0.110 0.265 0.8707 0.1766 0.3655
C -1.681 -0.143 1.214 0.2480 0.2356 1.7922
C -0.170 -1.455 -0.227 -0.3112 1.3426 -0.8802
N 2.137 0.855 0.440 -0.8500 -1.4024 0.5064
C 2.555 -0.143 1.497 -1.3286 1.0494 -0.7970
C 3.271 1.777 0.162 -1.6534 0.6476 -0.3987
H 0.808 -0.081 -2.144 0.0851 0.1703 0.0176
H 1.635 1.356 -2.831 0.2588 -0.3248 -0.3614
H -0.047 0.998 -3.241 -0.0298 -0.1991 -0.1553
H -0.472 3.860 -1.002 0.0450 -0.4217 0.2216
H -1.545 2.848 -2.021 -0.0911 -0.1464 0.1125
H -0.015 3.462 -2.652 -0.0442 0.1131 -0.0927
H -2.472 0.607 1.200 0.4920 0.6410 -0.6940
H -2.275 -1.057 1.248 0.5740 -0.4307 -0.5645
H -1.206 -0.067 2.192 -0.5617 0.0002 0.4730
H -0.638 -2.292 0.290 0.0460 0.2929 0.4696
H -0.559 -1.456 -1.245 0.4206 -0.7441 -0.1677
H 0.914 -1.570 -0.221 -0.0609 -0.0839 -0.1030
H 3.307 -0.772 1.020 0.2419 -0.0224 0.5658
H 2.862 0.370 2.409 0.5164 0.0940 -0.3441
H 1.731 -0.753 1.865 -0.2681 -0.1599 -0.4828
H 2.954 2.751 0.535 0.1734 0.4697 -0.3317
H 3.458 1.803 -0.911 0.0662 0.2686 -0.0514
H 4.225 1.607 0.662 -0.2974 -0.8826 0.2638
```
Forces are in eV/Å.

## Properties
2S+1: 1
lowest unoccupied orbital energy: -0.010 hartree
SMILES: CN(C)P(=O)(N(C)C)N(C)C.CN(C)P(=O)(N(C)C)N(C)C.CN(C)P(=O)(N(C)C)N(C)C.CN(C)P(=O)(N(C)C)N(C)C.CN(C)P(=O)(N(C)C)N(C)C.C[C@H]1COC(=O)O1.C[C@H]1COC(=O)O1.C[C@H]1COC(=O)O1.C[N+](=O)[O-].C[N+](=O)[O-].C[N+](=O)[O-]
energy relative to the best compared isomer or geometry (same formula, charge and spin): 222.74 kcal per mole
gap between HOMO and LUMO: 7.2 eV